[1]
One molecule with the formula C6H12O. Source: OMol25; level of theory: wB97M-V/def2-TZVPD.

Element x y z (Å)
C  -1.59856  -1.33734  -0.04504
C  -1.09820  -0.13372  0.22297
C  -1.17021  0.48496  1.60429
C  -0.45736  0.70851  -0.87416
C  0.84651  0.09279  -1.41828
C  1.82089  -0.25699  -0.28015
O  1.83506  0.79690  0.64693
H  -2.00568  -1.95991  0.74818
H  -1.62919  -1.73096  -1.06237
H  -1.46565  -0.26380  2.35023
H  -1.94992  1.25721  1.56808
H  -0.22382  0.95439  1.90047
H  -1.17387  0.82594  -1.69620
H  -0.22864  1.70883  -0.49079
H  0.60908  -0.82753  -1.97139
H  1.30924  0.78385  -2.13775
H  2.83003  -0.41729  -0.69270
H  1.46458  -1.18701  0.18445
H  2.28570  0.50116  1.44323

highest occupied orbital energy	-9.1	eV
frontier orbital gap	10.02	eV
LUMO level	0.89	eV
2S+1	1
E_tot	-8463.3083	eV

***

[2]
C19H51GeMoN3OPS2Si3 as an isolated structure. Source: OMol25; level of theory: wB97M-V/def2-TZVPD.

Element x y z (Å)
Mo  0.49648  -0.22250  0.33476
C  0.08257  -1.17952  4.85380
C  0.64280  -0.94062  3.48095
S  -0.31825  0.08692  2.43546
C  1.83358  -1.39136  3.03966
C  2.81761  -2.18632  3.84264
S  2.32055  -0.98817  1.40413
H  -0.83116  -0.60996  5.01242
H  0.79811  -0.88152  5.62059
H  -0.14964  -2.23547  4.99946
H  2.45327  -2.34203  4.85592
H  3.77972  -1.67529  3.90121
H  2.99338  -3.16472  3.39299
C  -3.66928  -1.14940  0.57825
N  -3.29004  -1.99243  -0.55576
C  -4.41956  -2.65198  -1.21584
P  -1.76024  -2.45786  -0.81141
O  -0.86222  -1.17188  -0.69721
N  -1.25450  -3.53366  0.29500
C  -2.16804  -4.35101  1.09418
C  0.14202  -3.96941  0.34224
N  -1.56468  -3.03337  -2.31553
C  -1.77493  -2.15840  -3.47169
C  -1.58773  -4.46156  -2.64139
H  -4.17575  -1.73712  1.34783
H  -4.34874  -0.36845  0.23454
H  -2.79272  -0.68165  1.02258
H  -4.96137  -3.29207  -0.51580
H  -4.07772  -3.26049  -2.04921
H  -5.10613  -1.89612  -1.59765
H  -3.18032  -3.95879  1.03952
H  -1.84906  -4.33706  2.13668
H  -2.16999  -5.38555  0.74287
H  0.76019  -3.37671  -0.33074
H  0.22921  -5.01732  0.04659
H  0.53059  -3.85826  1.35610
H  -1.75213  -1.11311  -3.16818
H  -2.73874  -2.36676  -3.94215
H  -0.98556  -2.32743  -4.20469
H  -1.49351  -5.06834  -1.74476
H  -0.75641  -4.69479  -3.30689
H  -2.52027  -4.72479  -3.14615
C  2.23890  5.24449  0.69075
Si  2.27208  3.53676  1.43440
C  1.43166  3.43402  3.09486
C  3.96990  2.77374  1.44666
Ge  0.83895  2.14465  0.05866
Si  2.24560  0.82315  -1.75110
C  2.65344  2.57503  -2.29658
C  3.83433  -0.06560  -1.35951
C  1.24845  -0.05814  -3.06766
Si  -1.17191  3.08324  -0.96487
C  -0.66513  4.38631  -2.19631
C  -2.21892  1.76304  -1.77026
C  -1.98015  3.79433  0.56059
H  2.86026  5.91412  1.29079
H  1.22913  5.65899  0.67626
H  2.63153  5.26138  -0.32755
H  2.01160  4.00094  3.82782
H  1.36034  2.40567  3.45419
H  0.42694  3.86057  3.07032
H  4.59108  3.29396  2.18050
H  4.47174  2.86496  0.48175
H  3.93904  1.71960  1.72891
H  3.33600  3.07322  -1.60763
H  1.80075  3.22771  -2.48081
H  3.18095  2.45738  -3.24974
H  4.35455  0.36585  -0.50439
H  4.47493  0.05312  -2.23958
H  3.70792  -1.13290  -1.18147
H  0.34599  0.49862  -3.32672
H  0.95746  -1.07739  -2.80447
H  1.87697  -0.12128  -3.96163
H  -0.22288  3.95728  -3.09650
H  0.03713  5.10425  -1.76881
H  -1.55204  4.94524  -2.50749
H  -1.72121  1.33776  -2.64404
H  -3.15266  2.21922  -2.11148
H  -2.47771  0.94979  -1.09146
H  -1.37471  4.58448  1.00835
H  -2.16814  3.03604  1.32390
H  -2.94352  4.23270  0.28606

highest occupied orbital energy (alpha / beta)	-13.4 / -13.4	eV
frontier orbital gap (alpha / beta)	6.68 / 6.43	eV
LUMO level (alpha / beta)	-6.76 / -7.02	eV
2S+1	2
E_tot	-140003.5897	eV
total charge	+2
⟨S²⟩	0.7766

***

[3]
C44H53N2OPPdSi as an isolated structure. Source: OMol25; level of theory: wB97M-V/def2-TZVPD.

Element x y z (Å)
Pd  -0.04340  -0.10060  0.17540
O  2.55310  -0.75430  1.18770
N  1.92880  0.29990  0.45900
C  2.81200  1.28450  0.24930
C  2.59610  2.65020  0.04410
C  3.72290  3.50010  -0.14670
C  3.60290  4.85880  -0.21410
C  2.34550  5.46860  -0.10850
C  1.22930  4.67400  0.02640
C  1.31960  3.28620  0.10280
P  -0.21640  2.33960  0.13850
C  -1.24460  3.27120  1.31050
C  -0.68620  3.56840  2.55370
C  -1.43800  4.20620  3.52110
C  -2.75500  4.55390  3.25890
C  -3.31860  4.24860  2.03120
C  -2.57320  3.60050  1.06270
C  -0.75920  2.78800  -1.54580
C  -0.34460  1.89940  -2.53960
C  -0.49760  2.21770  -3.87390
C  -1.06000  3.43540  -4.23100
C  -1.48190  4.31900  -3.25080
C  -1.32850  4.00450  -1.91310
H  2.89680  -1.38820  0.54020
H  3.85130  0.97840  0.37400
H  4.70180  3.04830  -0.22830
H  4.48080  5.47450  -0.34680
H  2.25450  6.54470  -0.14400
H  0.25500  5.13720  0.09460
H  0.34400  3.30020  2.74500
H  -1.00080  4.43540  4.48140
H  -3.33960  5.06260  4.01070
H  -4.34520  4.51710  1.82240
H  -3.02210  3.35260  0.11300
H  0.10690  0.94520  -2.23300
H  -0.17600  1.52630  -4.63940
H  -1.16630  3.69550  -5.27370
H  -1.92390  5.26430  -3.53280
H  -1.65320  4.70970  -1.16190
N  -1.92990  -0.23030  0.26180
C  -3.14310  0.07070  0.26730
C  -3.81610  0.96280  -0.70950
C  -3.37210  1.05440  -2.02460
C  -4.02610  1.87080  -2.92920
C  -5.12700  2.61200  -2.53360
C  -5.57260  2.53180  -1.22250
C  -4.92610  1.71250  -0.31750
C  -4.07550  -0.53190  1.26300
C  -5.28210  -1.08090  0.83830
C  -6.14230  -1.65710  1.75260
C  -5.81060  -1.68140  3.09700
C  -4.60650  -1.14450  3.52170
C  -3.73360  -0.58000  2.60970
H  -2.52690  0.46510  -2.34380
H  -3.67410  1.92240  -3.94860
H  -5.63820  3.24860  -3.24120
H  -6.43180  3.10510  -0.90560
H  -5.27240  1.65920  0.70410
H  -5.53410  -1.07350  -0.21370
H  -7.07340  -2.09040  1.41930
H  -6.48410  -2.13540  3.80750
H  -4.35130  -1.16970  4.56870
H  -2.78270  -0.17440  2.92630
C  0.87860  -2.81490  -2.97470
C  1.48340  -3.12050  -1.60150
C  1.83570  -4.60760  -1.53390
C  2.79110  -2.32780  -1.52730
Si  0.17550  -2.59180  -0.14580
C  0.66490  -3.37160  1.67920
C  0.12930  -4.79070  1.88430
C  0.03060  -2.42960  2.71030
C  2.16490  -3.47430  1.99080
C  -1.63120  -3.34860  -0.71930
C  -1.64310  -4.81150  -1.16810
C  -2.60830  -3.24680  0.45280
C  -2.19530  -2.50900  -1.87690
H  1.63250  -2.93160  -3.75440
H  0.50600  -1.79240  -3.01840
H  0.06410  -3.49130  -3.20280
H  2.47310  -4.87850  -2.37670
H  0.95030  -5.23080  -1.56030
H  2.38330  -4.84660  -0.62700
H  3.39860  -2.53630  -2.40930
H  3.38560  -2.62350  -0.66420
H  2.59050  -1.25540  -1.51400
H  -0.94350  -4.86580  1.77030
H  0.36470  -5.12220  2.89700
H  0.60560  -5.47830  1.19070
H  -1.05430  -2.46270  2.65200
H  0.35680  -1.39500  2.53660
H  0.32380  -2.71390  3.72070
H  2.72220  -3.91160  1.16820
H  2.31160  -4.11860  2.85880
H  2.59020  -2.51210  2.24060
H  -1.22840  -5.46540  -0.40920
H  -1.09780  -4.96700  -2.09370
H  -2.67610  -5.11680  -1.34270
H  -2.46620  -4.04270  1.17670
H  -3.63960  -3.31870  0.10320
H  -2.48850  -2.29850  0.96090
H  -1.82970  -2.85680  -2.83670
H  -1.92650  -1.46110  -1.77100
H  -3.28290  -2.57750  -1.89990

highest occupied orbital energy (alpha / beta)	-5.2 / -7.7	eV
frontier orbital gap (alpha / beta)	5.29 / 6.25	eV
LUMO level (alpha / beta)	0.12 / -1.41	eV
2S+1	3
E_tot	-72159.0955	eV
⟨S²⟩	2.0347

***

[4]
C25H16Cl6N4O5SSr as an isolated structure. Source: OMol25; level of theory: wB97M-V/def2-TZVPD.

Element x y z (Å)
Sr  0.03783  -0.66678  0.89803
S  1.69420  -0.13038  3.32419
C  0.61666  -1.37081  3.84817
C  0.81652  -2.06935  5.07205
C  -0.05482  -3.05922  5.45707
C  -1.14251  -3.39282  4.63733
C  -1.28233  -2.68774  3.46519
N  -0.45452  -1.69831  3.07357
H  1.67266  -1.79817  5.67582
H  0.10293  -3.58893  6.39310
H  -1.83984  -4.17620  4.90177
H  -2.09747  -2.92072  2.78448
Cl  -1.53514  1.93961  2.49677
C  -2.14703  2.11226  0.81881
C  -2.10774  0.89865  -0.04044
C  -1.83934  1.36976  -1.42128
Cl  -0.89956  0.27003  -2.48610
C  -2.30729  2.54871  -1.90854
Cl  -2.27440  2.91602  -3.64565
C  -2.80395  3.54204  -1.01812
Cl  -3.94293  4.76113  -1.56908
C  -2.57552  3.32329  0.36998
Cl  -2.78639  4.69456  1.48244
O  5.00498  -3.46819  -1.97668
C  4.93594  -2.28923  -2.53322
O  5.67993  -1.95185  -3.43368
C  3.90262  -1.33195  -2.00426
C  3.76624  -0.03319  -2.44534
Cl  4.80439  0.85616  -3.46485
N  2.73831  0.54021  -1.77376
N  2.18843  -0.32341  -0.91678
C  2.87385  -1.45162  -1.01689
C  2.46266  -2.59640  -0.09499
O  3.11368  -3.67010  -0.18180
O  1.51464  -2.37033  0.68995
C  2.19649  1.87687  -1.79496
C  2.04930  2.60352  -2.96423
C  1.49619  3.87371  -2.90220
C  1.05624  4.39870  -1.69383
C  1.17338  3.64662  -0.53726
C  1.76314  2.39304  -0.58495
H  4.28654  -3.58764  -1.22362
H  2.31778  2.17166  -3.91557
H  1.35249  4.43339  -3.81989
H  0.57306  5.36831  -1.66149
H  0.77927  4.01698  0.40297
H  1.86612  1.80207  0.31553
N  -3.28923  -2.69745  -1.35317
C  -2.64133  -2.16101  -0.28065
O  -1.44829  -2.41770  -0.08445
C  -3.46138  -1.25489  0.59417
C  -3.48303  0.16894  -0.02081
H  -2.70390  -3.07781  -2.07384
H  -4.15846  -2.28361  -1.63691
H  -3.00195  -1.20274  1.58330
H  -4.47576  -1.65823  0.68918
H  -4.20860  0.76121  0.55312
H  -3.87375  0.09932  -1.04772

highest occupied orbital energy	-0.3	eV
frontier orbital gap	4.59	eV
LUMO level	4.27	eV
2S+1	1
E_tot	-129193.8588	eV
total charge	-2

***

[5]
A 3-piece molecular cluster, Cl3HO3Si overall. Source: OMol25; level of theory: wB97M-V/def2-TZVPD.

Element x y z (Å)
O  1.04562  -0.81148  1.42944
O  0.83827  2.39493  -0.49903
O  -0.91692  -0.28181  -0.60614
Si  0.51728  -0.44239  0.05699
Cl  0.13708  -2.56098  2.66486
Cl  -0.09438  2.87318  -1.69469
Cl  -2.58738  -0.42417  -0.18921
H  1.06043  -0.74728  -1.16222

highest occupied orbital energy (alpha / beta)	-10.2 / -10.1	eV
frontier orbital gap (alpha / beta)	8.16 / 6.61	eV
LUMO level (alpha / beta)	-2.02 / -3.48	eV
2S+1	1
E_tot	-51597.4568	eV

***

Which of these has the lowest E_tot?
C19H51GeMoN3OPS2Si3

***

Which of these has the lowest E_tot?
C19H51GeMoN3OPS2Si3

***

Which of these has the highest E_tot?
C6H12O

***

What is the 2S+1 in the second record?
2